ORCA calculation (ωB97M-V/def2-TZVPD) on a cluster of 2 separate species, C3H17N2O5P4 in total.

## Properties
**HOMO energy**: -3.30 eV
**Charge**: -1

```
31
Properties=species:S:1:pos:R:3:forces:R:3:mulliken_charge:R:1
N 2.93488 -2.10956 0.83745 0.0338 0.3727 0.4519 -0.637
P 1.43703 -1.43104 1.35889 -0.6489 -0.8335 0.1219 -0.116
O 1.93289 -0.08409 2.16083 0.7002 -0.0277 -0.0351 -0.413
P 0.36964 -0.59497 -0.48407 -1.3789 0.3552 0.4896 0.643
N -1.16366 -1.44534 0.05281 0.3719 0.0743 -0.3166 -0.879
P 2.33231 0.40946 -1.19456 1.0552 -0.1463 0.8430 -0.289
P 2.84451 -0.75756 -2.92299 -0.7938 0.9283 0.5393 0.682
O 3.89403 -0.19737 -3.73923 1.3764 0.7791 -1.1574 -0.636
O 3.26109 -2.21507 -2.42155 -0.5466 -0.8982 0.3027 -0.594
O 1.51200 -0.98146 -3.79121 -0.3987 -0.7826 -0.2179 -0.523
H 2.77758 -2.88595 0.21259 0.0932 -0.1428 -0.0390 0.264
H 3.54804 -1.43235 0.39638 0.0178 -0.0302 -0.3830 0.329
H 2.79364 0.20437 1.81804 -0.2626 0.2870 -0.0623 0.323
H 0.05772 0.58514 0.30533 0.2210 0.0396 -0.1037 -0.219
H -0.32275 -0.04381 -1.62725 0.1445 -0.2748 -0.0428 0.022
H 0.78879 -1.84180 -1.27007 0.2480 -0.2357 -0.1847 -0.259
H -0.88776 -2.33758 0.44636 -0.0387 -0.1262 0.2985 0.305
H -1.61615 -1.70150 -0.81790 -0.2625 0.0752 -0.1265 0.285
H 2.08528 1.68137 -1.73724 -0.2344 -0.1112 -0.4743 0.043
H 2.45983 -2.71614 -2.17322 0.3724 0.1829 0.1973 0.374
H 0.94213 -1.65497 -3.37980 -0.0962 0.4830 -0.0194 0.355
C -2.79550 3.31696 2.22127 0.0758 0.0282 -0.0911 -1.165
C -2.85998 2.14166 1.26807 -0.1473 -0.1912 0.2975 0.819
O -2.20312 2.10535 0.26518 0.1473 0.2466 -0.4375 -0.526
C -3.78005 1.00332 1.64335 -0.0167 -0.0138 -0.1088 -1.063
H -2.09680 4.05454 1.83699 0.0372 0.0196 -0.0264 0.306
H -3.78227 3.77325 2.32320 -0.0201 -0.0501 0.0935 0.332
H -2.45920 2.98341 3.20420 -0.0869 -0.0095 0.0380 0.316
H -4.81028 1.36037 1.71921 0.0127 0.0180 0.1165 0.361
H -3.48000 0.58227 2.60406 -0.0543 0.0305 0.0450 0.298
H -3.71387 0.22906 0.88488 0.0791 -0.0466 -0.0083 0.262
```
Forces are in eV/Å.


ORCA calculation (ωB97M-V/def2-TZVPD) on a cluster of 2 separate species, C6H16NO in total.

## Properties
**HOMO energy**: -13.01 eV
**Charge**: +1
**Energy relative to the best compared isomer or geometry (same formula, charge and spin)**: 247.4 kJ/mol

```
24
Properties=species:S:1:pos:R:3:forces:R:3:mulliken_charge:R:1
C -0.41597 -1.15737 1.11662 1.6598 0.8062 1.8108 -0.684
C -1.03378 0.04939 0.49694 -4.0021 0.5175 -0.9111 -1.011
C -0.38887 1.08642 -0.34071 3.0111 0.3137 0.6005 0.976
C -0.80417 1.81059 -1.37602 -0.9832 -0.2910 1.4805 -1.130
C 1.02616 1.34922 0.22756 1.7208 0.6332 -2.1587 -0.353
C 1.25736 1.83805 1.64645 -1.0761 2.4448 0.4820 -1.113
N 0.28964 -2.00816 0.09017 -2.0095 3.2358 -1.6091 -0.227
H -1.14442 -1.74538 1.64841 -0.4213 -0.2859 -0.1936 0.415
H 0.28049 -0.80018 1.93061 -0.1999 -0.8169 -1.0401 0.221
H -1.46834 0.66195 1.27596 0.1839 -0.0386 0.9933 0.455
H -2.01199 -0.23152 0.04403 0.5398 -0.2668 -0.2734 0.482
H -0.21880 2.65060 -1.64100 0.6931 0.5238 -0.5581 0.331
H -1.82799 1.86018 -1.69510 -0.3108 -0.5776 -0.4552 0.317
H 1.57684 0.37572 0.09394 -0.0363 0.7470 0.2056 -0.052
H 1.59791 2.06500 -0.44765 -0.8940 -0.9451 0.4925 0.408
H 1.18345 0.99411 2.31499 0.4515 0.4100 0.8227 0.215
H 2.04553 2.62817 1.82255 0.6802 -2.0827 -0.5306 0.359
H 0.56474 2.66559 1.94852 -0.9689 -1.3150 -0.2648 0.299
H 1.14838 -1.47658 -0.11305 0.0300 -0.8361 -0.0601 0.341
H -0.37274 -1.78683 -0.82512 2.0996 -2.0058 1.7390 0.444
H 0.44599 -2.96186 0.39010 -0.0214 -0.2418 -0.4736 0.328
H 0.09698 -2.53128 -3.20653 0.2268 0.3477 0.7479 0.291
H -1.29487 -2.83565 -2.94369 -0.5854 0.0336 0.5082 0.306
O -0.53153 -2.50017 -2.45797 0.2121 -0.3100 -1.3545 -0.618
```
Forces are in eV/Å.


ORCA calculation (ωB97M-V/def2-TZVPD) on a structure of composition C49H61BrMoN8O5S.

## Properties
**HOMO energy (spin up / spin down)**: -11.88 / -11.83 eV
**Charge**: +2
**Spin multiplicity**: 3
**Energy relative to the best compared isomer or geometry (same formula, charge and spin)**: 97.2 kJ/mol

```
126
Properties=species:S:1:pos:R:3:forces:R:3:lowdin_spin:R:1
Mo 0.02462 -0.21920 -0.12586 0.3513 0.7188 -0.5504 1.755
C -3.34136 -4.74284 2.88450 0.0381 -0.0577 -0.0625 0.000
C -2.71779 -4.91568 1.49056 -0.0835 0.1350 0.1470 0.001
C -2.50587 -3.60279 0.80350 -0.0485 -0.0410 -0.0674 0.003
C -3.35066 -2.94696 -0.04917 0.0344 -0.1262 0.0655 -0.004
C -4.71314 -3.36419 -0.50326 -0.0780 0.1238 0.1103 0.000
C -5.82729 -2.68317 0.30853 0.0494 -0.0385 -0.0660 0.000
C -2.72237 -1.70659 -0.38464 0.0565 -0.0148 -0.1918 0.008
N -1.48554 -1.59821 0.24777 0.0888 0.1156 0.2491 0.008
C -1.37529 -2.74922 1.00582 -0.1203 0.0494 -0.0709 -0.002
C -0.35496 -3.01383 1.89558 0.0963 -0.0340 -0.0227 0.018
C 0.58934 -2.09960 2.28650 -0.1199 0.0404 0.0673 -0.002
C 1.46329 -2.28814 3.41134 0.1149 0.0444 0.0735 0.008
C 1.62899 -3.56663 4.17058 -0.1756 0.0949 0.1307 0.001
C 0.65948 -3.66039 5.35994 0.0779 0.0149 -0.0976 0.001
C 2.02240 -1.07422 3.68143 0.0392 -0.0683 -0.0381 -0.004
C 1.53592 -0.16392 2.68276 0.0466 0.0498 -0.0282 0.015
C 1.90967 1.14836 2.58062 0.0316 -0.0985 0.0184 -0.005
C 1.51606 1.99974 1.56738 0.0073 0.0619 -0.1024 0.010
N 0.62778 1.69247 0.56550 -0.0551 -0.0014 0.2324 0.014
C 0.55174 2.84582 -0.19655 -0.0136 0.0744 -0.0484 0.017
C -0.34412 3.06073 -1.21219 0.1003 0.0044 0.0300 -0.015
C -1.38500 2.20635 -1.52386 -0.0693 -0.0099 -0.0795 0.019
N -1.52529 0.94388 -1.00122 -0.0664 0.0574 0.3914 0.020
C -2.73372 0.49011 -1.46694 -0.0782 0.1295 -0.1184 0.007
C -3.27316 -0.75307 -1.19759 -0.0363 -0.0877 0.0693 -0.001
C -3.36336 1.47988 -2.29062 0.0002 -0.0761 -0.0321 0.011
C -2.50808 2.54608 -2.34633 0.1333 0.0426 -0.0586 0.005
C -2.69439 3.85865 -3.04347 -0.0884 0.0106 0.1640 0.001
C -3.35659 4.90683 -2.13810 0.0200 -0.0454 -0.0568 0.000
C -4.72106 1.34870 -2.90474 -0.0735 0.0327 0.1624 0.001
C -5.84661 1.59749 -1.88948 0.0387 -0.0159 -0.0755 0.001
C 1.42085 3.86516 0.32335 0.0743 0.0575 0.0050 0.004
C 2.01150 3.34138 1.43194 0.0003 0.0170 -0.0067 0.006
C 2.96850 3.99552 2.37706 -0.1285 0.0136 0.0711 0.001
C 2.27551 4.53668 3.63511 0.0502 0.0058 -0.0527 0.000
C 1.54199 5.25315 -0.22258 -0.2262 0.0126 0.1376 0.001
C 0.40068 6.16806 0.24959 0.1019 -0.0983 0.0006 0.000
N 0.69840 -0.80891 1.78410 -0.0502 -0.1953 0.0142 0.019
C 2.96078 -0.70177 4.78499 -0.1442 0.0471 0.0681 -0.001
C 2.27215 0.09704 5.90110 0.0246 -0.0539 -0.0387 0.000
H -3.45906 -5.71066 3.37358 0.0069 0.0542 -0.0167 0.000
H -4.32546 -4.27865 2.81190 0.0289 0.0033 0.0175 0.000
H -2.71820 -4.11002 3.52041 -0.0272 -0.0191 -0.0164 0.000
H -3.37160 -5.53733 0.87895 0.0361 -0.0353 -0.0249 0.000
H -1.76854 -5.44769 1.57709 -0.0033 -0.0335 -0.0468 0.000
H -4.80697 -4.44577 -0.40575 0.0064 -0.0069 -0.0541 0.000
H -4.84210 -3.12909 -1.56235 0.0251 -0.0538 -0.0117 0.000
H -5.77058 -2.96622 1.35979 0.0001 0.0256 -0.0160 0.000
H -6.80664 -2.97600 -0.06986 0.0248 0.0073 0.0219 0.000
H -5.74967 -1.59522 0.25042 -0.0125 -0.0384 0.0145 0.000
H -0.36371 -3.97205 2.39788 -0.0197 0.0398 -0.0039 0.001
H 2.65398 -3.62401 4.53840 0.0199 -0.0512 -0.0407 0.000
H 1.48278 -4.41831 3.50406 0.0560 -0.0104 -0.0003 0.000
H 0.84944 -2.85564 6.07157 -0.0297 -0.0291 -0.0128 0.000
H 0.78324 -4.61019 5.87951 -0.0233 0.0248 -0.0067 0.000
H -0.37811 -3.57727 5.02839 0.0295 -0.0146 0.0305 0.000
H 2.58735 1.53768 3.32798 -0.0011 -0.0127 -0.0383 0.000
H -0.30369 4.01610 -1.71859 -0.0221 -0.0108 0.0307 -0.001
H -4.24024 -0.97509 -1.62978 0.0279 0.0111 0.0030 0.000
H -3.31089 3.70645 -3.93041 0.0372 0.0111 -0.0308 0.000
H -1.72885 4.23179 -3.39096 -0.0075 -0.0036 -0.0532 0.000
H -4.35501 4.58301 -1.84109 0.0351 0.0165 0.0128 0.000
H -3.45092 5.86036 -2.65791 0.0071 -0.0256 0.0263 0.000
H -2.77168 5.06435 -1.22954 -0.0245 0.0091 -0.0179 0.000
H -4.83935 0.35345 -3.33968 0.0141 0.0100 -0.0453 0.000
H -4.81319 2.06368 -3.72270 0.0053 -0.0353 -0.0445 0.000
H -5.76380 0.92460 -1.03389 -0.0128 0.0156 -0.0129 0.000
H -6.81890 1.44108 -2.35581 0.0056 0.0098 0.0243 0.000
H -5.81164 2.62038 -1.51407 0.0079 -0.0251 0.0197 0.000
H 3.46858 4.81495 1.86015 0.0400 -0.0200 -0.0160 0.000
H 3.75162 3.28698 2.65570 0.0295 0.0235 -0.0313 0.000
H 1.53551 5.29518 3.37392 0.0188 -0.0346 0.0184 0.000
H 3.00626 4.99144 4.30441 -0.0451 -0.0187 -0.0001 0.000
H 1.75845 3.74317 4.17890 0.0157 0.0224 -0.0043 0.000
H 1.57392 5.21507 -1.31188 0.0433 0.0317 0.0160 0.000
H 2.49284 5.67151 0.11009 0.0217 -0.0135 -0.0984 0.000
H -0.57241 5.76850 -0.04171 -0.0052 0.0313 0.0107 0.000
H 0.50612 7.16344 -0.18132 -0.0159 -0.0117 0.0136 0.000
H 0.40748 6.26374 1.33614 -0.0252 0.0085 -0.0275 0.000
H 3.79373 -0.12850 4.37205 0.0369 -0.0113 0.0055 0.000
H 3.38710 -1.61206 5.20712 0.0345 0.0014 -0.0251 0.000
H 1.85613 1.03419 5.52620 0.0050 -0.0244 0.0268 0.000
H 2.98282 0.33098 6.69316 -0.0189 0.0145 -0.0212 0.000
H 1.45462 -0.47756 6.33893 0.0111 0.0345 -0.0088 0.000
O -0.15396 -2.84370 -5.89189 0.0138 -0.1245 -0.0809 0.002
C -0.12548 -2.20025 -4.73588 -0.0325 0.1230 0.1917 0.003
C -0.61543 -0.90857 -4.53474 -0.0112 -0.0261 -0.2041 -0.001
C -0.54432 -0.35235 -3.28424 -0.2516 0.0653 0.0528 0.005
N -0.02510 -0.98018 -2.20994 0.2073 -0.3630 -0.2208 0.005
C 0.48240 -2.20369 -2.44394 0.1036 0.0691 0.2560 0.008
Br 1.33130 -3.04141 -0.98690 0.0118 -0.1297 -0.1159 0.044
C 0.44840 -2.85533 -3.64642 0.0750 -0.1228 -0.0930 0.000
H -0.57976 -2.33142 -6.59011 -0.0205 0.0469 -0.0320 0.000
H -1.05421 -0.34047 -5.34591 0.0184 -0.0023 0.0347 0.000
H -0.91871 0.64868 -3.12958 0.0651 -0.0663 -0.0614 0.001
H 0.86153 -3.84771 -3.75486 -0.0023 0.0172 -0.0078 0.001
C 6.55343 5.70524 -0.70370 -0.0138 0.0033 0.0169 0.000
C 5.73365 5.20160 -1.88363 0.0029 -0.1276 0.0956 0.000
S 4.97530 3.60534 -1.53918 -0.0748 -0.1138 -0.0361 0.000
O 3.54476 3.71344 -1.74299 0.1023 -0.0649 -0.0912 0.000
O 5.44672 3.09890 -0.27416 0.0519 -0.1189 -0.0894 0.000
C 5.57560 2.53869 -2.86463 -0.2785 -0.0336 0.2490 0.000
C 5.49625 1.03540 -2.54751 -0.0462 0.0670 -0.0030 0.000
N 4.38684 0.58203 -1.68996 0.2718 0.2111 0.0647 0.001
C 3.07779 0.57153 -2.01524 -0.2308 0.0404 -0.0936 0.002
N 2.33608 0.11670 -1.00399 -0.4162 -0.2440 0.5332 0.004
C 3.21484 -0.18032 0.00424 0.1384 -0.0661 -0.0303 0.003
C 4.46966 0.10861 -0.39292 -0.0452 0.1339 -0.0361 0.000
N 5.63815 -0.03575 0.43865 0.3224 0.0259 0.1424 0.000
O 5.41502 -0.27376 1.61149 -0.0207 0.0465 -0.3129 0.000
O 6.74372 0.07192 -0.05896 -0.3444 -0.0211 0.0119 0.000
C 2.58648 1.03260 -3.33907 0.0640 0.1289 0.1402 0.000
H 7.03496 6.64324 -0.97596 -0.0203 0.0020 -0.0178 0.000
H 7.32245 4.98850 -0.42152 -0.0025 0.0203 -0.0180 0.000
H 5.92448 5.88282 0.16751 0.0097 -0.0114 -0.0221 0.000
H 6.34775 5.06265 -2.77512 -0.0459 0.0815 0.0033 0.000
H 4.89395 5.85054 -2.13088 0.0491 0.0241 -0.0255 0.000
H 6.61706 2.79702 -3.05510 -0.0160 -0.0675 -0.0290 0.000
H 4.96726 2.81699 -3.72508 0.0826 0.0040 -0.0491 0.000
H 6.40079 0.73141 -2.04562 0.1107 -0.0838 0.0904 0.000
H 5.42830 0.48455 -3.48286 0.0546 -0.0205 -0.0602 0.000
H 2.94181 -0.61074 0.94536 -0.0427 -0.0181 -0.0078 0.001
H 3.33821 0.87265 -4.11187 -0.0433 -0.0079 0.0100 0.000
H 2.35738 2.09919 -3.29137 0.0074 0.0092 -0.0035 0.000
H 1.69045 0.49074 -3.61172 -0.0599 -0.0437 -0.0586 0.000
```
Forces are in eV/Å.


no.,DFT total energy (eV)
1,-53761.832
2,-10010.748
3,-156683.024